A cluster of 2 separate species, C6H10O in total. Source: the OMol25 dataset; level of theory: ωB97M-V with the def2-TZVPD basis set.

**LUMO level**: 0.10 eV
**E_tot**: -309.7477 Ha
**Maximum force**: 0.81 eV/A
**Structure (SMILES)**: C=CC=O.C1CC1
**Kohn-Sham gap**: 0.354 Eh
**HOMO**: -9.531 eV
**Relative energy (zero: lowest compared OMol25 entry of this formula, charge and spin)**: 248.6 kJ/mol

The geometry in XYZ format:
```
17
Properties=species:S:1:pos:R:3:lowdin_charge:R:1
C 1.09 1.20 0.57 0.0105
C 1.99 0.27 0.23 -0.1418
C 1.77 -1.12 0.68 -0.2682
O 0.72 -1.51 1.16 0.0251
H 1.06 2.19 0.13 0.0940
H 0.30 0.96 1.27 0.0823
H 2.79 0.48 -0.47 0.1021
H 2.61 -1.82 0.52 0.1142
C -0.90 0.63 -0.99 -0.2034
C -1.44 -0.74 -1.23 -0.1535
C -1.88 0.03 -0.02 -0.1504
H 0.14 0.55 -0.82 0.0205
H -1.19 1.51 -1.56 0.1080
H -2.08 -0.88 -2.08 0.0901
H -0.72 -1.53 -1.03 0.0903
H -2.87 0.46 -0.03 0.0958
H -1.54 -0.33 0.95 0.0843
```